Computed, not measured: an isolated molecule of C5H6BrClO3, with the ωB97M-V functional and the def2-TZVPD basis.

Atoms and positions in Å:
1 C -0.8096 0.7832 -0.0555
2 C 1.5377 -0.0630 0.0572
3 C -0.6590 2.0434 0.6702
4 C 1.3827 -2.4436 -0.0776
5 C -2.0129 0.4628 -0.5602
6 O 0.2210 -0.2043 -0.1117
7 O 2.1776 0.9650 0.0733
8 O 2.1220 -1.2465 0.1290
9 Cl -3.3684 1.4469 -0.5746
10 Br -2.0674 -1.1432 -1.6147
11 H -1.4743 2.7720 0.2825
12 H 0.2240 2.7292 0.3983
13 H -0.9790 2.1374 1.6936
14 H 0.6114 -2.5795 0.6120
15 H 2.1210 -3.2584 0.1319
16 H 0.9735 -2.4012 -1.0537

Structure (SMILES): COC(=O)O/C(C)=C(/Cl)Br
Calculated total energy (Ha): -3453.9974
ΔE to the lowest compared entry with this formula, charge and spin (kcal per mole): 1.82
E_LUMO (eV): 0.4373
HOMO level (eV): -9.35